No. 1
96
Properties=species:S:1:pos:R:3:forces:R:3:lowdin_charge:R:1 method="wB97M-V/def2-TZVPD" fmax_ev_per_a=0.34 homo_ha=-0.169 multiplicity=1 energy_ha=-6593.90876 e_lumo_ha=0.062 orbital_gap_ev=6.3 charge=-1
Bi -0.425 0.043 0.486 -0.297 0.008 0.013 1.51
Br -6.688 0.970 -4.174 0.030 -0.011 0.030 0.68
C -5.352 0.800 -2.828 -0.091 0.049 0.084 -0.72
C -5.650 0.122 -1.635 -0.035 0.017 -0.068 -0.12
C -4.697 0.004 -0.664 0.064 -0.002 -0.009 0.02
C -3.385 0.539 -0.816 -0.061 -0.110 0.094 -0.35
O -2.592 0.459 0.191 0.198 0.064 -0.209 -0.31
C -3.096 1.181 -2.050 -0.046 0.029 -0.041 -0.14
C -1.824 1.747 -2.398 0.019 0.020 -0.085 -0.09
N -0.705 1.588 -1.793 -0.152 -0.092 -0.101 0.05
C 0.429 2.164 -2.370 0.021 -0.018 0.150 -0.21
C 0.632 2.319 -3.721 0.037 0.041 -0.114 -0.03
C 1.785 2.970 -4.214 0.003 -0.064 0.071 -0.10
C 2.753 3.424 -3.363 -0.066 -0.025 0.042 -0.07
C 2.613 3.211 -1.967 0.072 0.048 -0.016 -0.18
C 3.595 3.594 -1.022 0.029 0.006 -0.018 -0.02
C 3.406 3.317 0.297 -0.058 -0.015 0.002 -0.04
C 2.222 2.648 0.690 0.096 0.052 0.057 -0.13
N 1.287 2.300 -0.150 0.112 0.137 -0.092 0.05
C 1.461 2.573 -1.469 0.008 -0.061 0.065 -0.18
C -4.108 1.322 -3.024 0.026 0.053 0.042 -0.12
H -6.634 -0.308 -1.494 0.000 0.003 0.005 0.10
H -4.896 -0.515 0.263 -0.022 -0.013 0.018 0.12
H -1.850 2.376 -3.298 -0.023 0.002 0.018 0.12
H -0.098 1.929 -4.418 0.014 0.020 0.000 0.11
H 1.896 3.102 -5.284 -0.001 0.007 -0.003 0.10
H 3.637 3.928 -3.736 0.009 0.004 -0.003 0.11
H 4.491 4.099 -1.367 0.004 -0.003 0.002 0.11
H 4.140 3.592 1.042 -0.001 -0.013 0.012 0.10
H 2.045 2.391 1.730 0.015 0.018 -0.032 0.08
H -3.879 1.842 -3.947 0.011 -0.006 -0.007 0.11
N 2.747 -0.776 -4.178 0.081 0.035 0.005 0.12
C 2.952 -0.169 -2.981 -0.042 -0.002 -0.137 -0.17
N 2.748 -0.685 -1.829 -0.165 -0.052 0.053 0.16
C 2.241 -1.993 -1.780 -0.027 0.079 -0.260 -0.30
N 1.971 -2.569 -0.678 0.091 -0.218 0.241 0.09
N 1.985 -1.799 0.439 -0.196 0.194 -0.007 -0.02
C 2.873 -1.990 1.315 0.082 -0.049 0.109 -0.10
C 2.828 -1.245 2.590 0.030 -0.060 -0.101 -0.27
C 3.605 -1.685 3.655 -0.006 0.028 0.008 -0.04
C 3.516 -1.016 4.865 0.004 -0.003 0.029 -0.07
C 2.661 0.066 4.963 0.001 -0.004 0.012 -0.05
C 1.937 0.443 3.838 0.006 -0.019 0.003 -0.16
N 2.018 -0.186 2.671 -0.006 0.021 0.039 0.10
C 2.005 -2.728 -3.035 0.085 0.010 0.047 -0.09
C 1.482 -4.019 -3.056 0.088 -0.090 0.068 -0.03
C 1.257 -4.658 -4.260 0.058 0.069 -0.075 -0.08
C 1.552 -4.012 -5.459 -0.034 -0.030 0.056 -0.09
C 2.059 -2.726 -5.456 -0.027 0.068 -0.013 -0.04
C 2.273 -2.086 -4.239 -0.039 -0.023 -0.054 -0.20
H 2.883 -0.255 -5.027 0.009 0.003 0.038 0.14
H 3.332 0.844 -3.048 -0.011 0.063 -0.008 0.11
H 3.672 -2.720 1.170 -0.039 -0.019 0.023 0.12
H 4.248 -2.547 3.535 0.002 -0.006 -0.007 0.10
H 4.097 -1.344 5.718 -0.001 0.002 0.003 0.10
H 2.537 0.609 5.889 -0.002 0.008 -0.004 0.10
H 1.250 1.281 3.877 -0.029 0.014 0.007 0.05
H 1.209 -4.475 -2.114 0.085 0.023 -0.112 0.10
H 0.830 -5.652 -4.269 -0.005 -0.013 0.001 0.11
H 1.371 -4.510 -6.403 -0.001 -0.006 -0.012 0.10
H 2.272 -2.209 -6.384 0.005 0.004 -0.011 0.10
S -1.811 0.791 4.983 -0.009 0.006 -0.043 0.41
C -1.398 0.564 3.398 0.236 -0.012 0.083 -1.83
S -1.365 -1.030 2.689 0.005 0.001 -0.010 0.39
S -0.882 1.876 2.369 -0.086 -0.054 0.090 0.37
C -1.819 -4.959 1.225 0.016 -0.060 -0.001 -0.03
C -3.013 -4.259 0.589 -0.038 -0.013 0.018 -0.63
C -3.676 -5.138 -0.463 -0.013 -0.054 -0.020 -0.04
C -4.018 -3.834 1.650 -0.011 -0.060 0.008 -0.03
O -2.569 -3.019 0.010 0.100 0.120 0.021 -0.18
P -1.729 -2.862 -1.338 -0.060 0.252 0.057 0.28
O -0.893 -4.042 -1.672 -0.221 -0.025 0.088 -0.27
O -1.061 -1.508 -1.217 0.189 -0.095 0.012 -0.47
O -2.953 -2.698 -2.380 -0.111 -0.072 0.148 -0.16
C -2.801 -2.681 -3.804 -0.021 0.009 -0.097 -0.62
C -1.677 -1.737 -4.212 0.048 0.059 -0.061 -0.02
C -4.137 -2.168 -4.322 0.030 0.030 -0.070 -0.02
C -2.535 -4.095 -4.311 0.030 -0.038 0.018 -0.03
H -2.127 -5.928 1.624 0.008 0.002 0.038 0.08
H -1.422 -4.354 2.041 0.018 0.029 0.004 0.08
H -1.039 -5.110 0.479 -0.025 -0.012 0.012 0.07
H -4.108 -6.015 0.023 -0.013 -0.018 -0.016 0.08
H -2.950 -5.464 -1.208 -0.006 0.005 0.019 0.07
H -4.469 -4.585 -0.968 -0.006 0.001 0.011 0.09
H -4.354 -4.703 2.220 -0.006 -0.001 0.002 0.08
H -4.885 -3.365 1.181 0.009 0.017 -0.002 0.08
H -3.557 -3.117 2.330 -0.012 0.004 -0.005 0.06
H -1.861 -0.739 -3.807 0.013 -0.053 -0.014 0.07
H -1.622 -1.684 -5.302 0.001 0.020 -0.031 0.09
H -0.718 -2.086 -3.830 0.065 -0.031 -0.012 0.07
H -4.288 -1.126 -4.036 0.046 -0.128 -0.030 0.05
H -4.949 -2.758 -3.896 -0.011 -0.039 -0.009 0.09
H -4.178 -2.247 -5.411 -0.006 0.020 -0.009 0.09
H -1.650 -4.507 -3.827 -0.041 0.040 -0.038 0.06
H -2.388 -4.080 -5.393 -0.016 -0.013 -0.013 0.08
H -3.388 -4.738 -4.082 -0.011 -0.009 0.008 0.09

---

No. 2
93
Properties=species:S:1:pos:R:3:forces:R:3:lowdin_charge:R:1 method="wB97M-V/def2-TZVPD" relative_energy_kcal_mol=27.0 fmax_ev_per_a=1.87 homo_ha="-0.346 / -0.346" multiplicity=1 energy_ha=-3365.15393 e_lumo_ha="-0.218 / -0.216" orbital_gap_ev="3.5 / 3.5" charge=+1
Pb -14.722 13.524 5.685 0.042 -1.257 0.171 1.52
C -13.254 16.548 3.901 1.785 0.490 -0.255 -0.12
C -14.549 16.320 3.309 -0.813 -0.072 -0.577 -0.17
C -15.539 16.738 4.226 -0.355 0.328 0.057 -0.15
C -14.825 17.229 5.387 0.059 0.002 0.936 -0.13
C -13.409 17.071 5.203 -1.260 0.104 -0.153 -0.15
C -12.355 17.384 6.212 -0.464 0.025 -0.135 0.01
C -15.450 17.869 6.584 -0.326 0.686 0.108 0.01
C -17.057 16.701 4.060 0.958 0.002 -0.418 0.01
C -14.795 15.707 1.974 0.392 -1.175 0.308 0.01
C -11.904 16.387 3.224 -0.028 0.057 0.354 0.02
H -11.590 16.619 6.095 0.319 0.193 0.209 0.09
H -12.806 17.307 7.214 0.373 0.109 -0.276 0.10
H -11.916 18.399 6.081 -0.240 -0.663 0.022 0.12
H -16.339 18.447 6.233 0.526 -0.452 0.417 0.11
H -14.732 18.596 7.026 -0.486 -0.507 -0.193 0.10
H -15.791 17.190 7.420 0.419 0.253 -1.019 0.13
H -17.494 17.643 3.669 0.491 -0.276 0.336 0.11
H -17.510 16.491 5.031 -0.140 -0.075 -0.151 0.09
H -17.319 15.941 3.305 0.029 0.118 0.474 0.09
H -15.525 14.855 2.068 0.707 0.672 -0.117 0.12
H -13.834 15.321 1.600 -0.553 -0.151 0.002 0.09
H -15.175 16.365 1.199 -0.210 0.426 0.119 0.10
H -11.224 17.286 3.340 -0.964 -0.897 0.092 0.12
H -12.050 16.215 2.150 0.243 -0.093 0.357 0.08
H -11.372 15.509 3.683 -0.443 0.656 -0.494 0.09
N -12.622 6.181 5.452 0.790 -0.594 0.795 0.09
C -13.248 7.046 4.578 -0.509 1.018 -0.168 -0.32
C -12.517 7.613 3.508 0.025 -0.800 0.565 -0.03
C -13.018 8.678 2.815 -0.583 0.716 -0.108 -0.08
C -14.237 9.211 3.259 -0.530 1.295 -0.788 -0.29
C -15.090 8.589 4.162 0.803 -0.650 -0.143 -0.06
C -14.600 7.428 4.770 0.849 0.391 0.028 -0.03
S -14.666 10.848 2.638 1.160 -0.642 0.660 0.59
O -14.244 10.886 1.264 -0.011 0.502 0.169 -0.31
O -16.029 11.139 2.978 -0.731 0.008 0.006 -0.35
N -13.844 11.893 3.639 -0.428 0.484 0.144 -0.18
C -12.516 12.078 3.656 0.306 -0.432 -0.080 -0.49
N -12.074 13.026 4.566 -1.356 -0.606 -0.317 0.02
C -10.789 13.072 4.833 0.311 0.172 0.215 -0.20
C -9.848 12.350 4.125 0.408 -0.415 0.201 -0.07
C -10.367 11.529 3.127 -0.700 -0.448 -0.555 -0.11
N -11.677 11.332 2.882 0.985 1.226 0.852 0.13
H -11.593 6.231 5.483 -1.014 -0.040 -0.216 0.10
H -13.003 6.109 6.399 0.074 0.087 -0.806 0.10
H -11.542 7.194 3.294 0.078 0.066 -0.107 0.11
H -12.515 9.184 1.974 -0.168 -0.476 0.694 0.11
H -16.086 8.998 4.342 0.365 -0.189 0.026 0.10
H -15.167 6.881 5.500 -0.341 -0.085 0.246 0.10
H -10.521 13.714 5.673 0.192 0.029 -0.182 0.11
H -8.787 12.332 4.404 -0.569 0.174 -0.320 0.11
H -9.707 10.965 2.465 -0.021 0.064 0.247 0.11
C -16.461 9.867 12.253 -1.096 1.058 -0.339 -0.06
C -14.977 9.724 12.026 0.977 0.112 -0.146 -0.30
C -14.626 8.230 11.944 -0.387 -0.031 -0.560 -0.14
C -13.175 7.936 11.576 0.492 -0.839 -0.154 -0.12
C -12.640 8.785 10.446 -1.432 0.411 0.571 -0.15
C -11.569 8.369 9.705 1.275 -0.008 -0.562 0.05
C -11.133 9.130 8.597 -0.290 -0.277 0.041 -0.22
F -10.073 8.704 7.840 -0.880 0.328 0.836 0.05
C -11.841 10.242 8.202 0.882 -0.207 -0.375 0.06
C -12.945 10.670 8.936 -1.411 0.107 0.211 -0.03
C -13.878 11.682 8.330 0.142 -1.043 0.750 -0.29
O -13.732 11.877 7.100 -0.050 1.038 -1.044 -0.17
C -14.923 12.187 9.154 0.202 0.001 0.592 -0.02
C -15.143 11.519 10.358 0.580 -0.315 -0.873 0.04
N -14.499 10.416 10.777 0.130 -0.144 -0.193 0.04
C -13.350 9.960 10.094 -0.003 0.507 -0.737 -0.05
C -15.778 13.444 8.890 -0.239 0.347 1.023 -0.60
O -16.629 13.736 9.741 0.825 -0.473 -1.082 0.03
O -15.459 14.177 7.870 0.083 -0.562 -0.296 -0.27
H -16.724 9.234 13.102 -0.130 -0.050 -0.170 0.09
H -17.058 9.589 11.345 0.561 0.002 0.808 0.11
H -16.785 10.905 12.531 0.396 -0.900 -0.192 0.10
H -14.424 10.234 12.835 -0.167 -0.476 -0.044 0.17
H -15.298 7.772 11.189 0.287 0.292 0.212 0.13
H -14.920 7.767 12.892 0.293 0.076 -0.096 0.13
H -13.047 6.873 11.241 -0.294 0.789 0.517 0.14
H -12.529 8.056 12.447 0.012 0.032 0.111 0.13
H -11.017 7.467 10.013 -0.337 0.449 -0.332 0.14
H -11.534 10.775 7.304 -0.214 -0.101 0.123 0.13
H -15.930 11.858 10.993 -0.392 0.283 0.097 0.12
Cl -17.580 8.611 7.766 0.049 0.063 -0.092 0.69
C -17.918 10.072 6.912 -0.191 0.945 -1.098 -0.63
C -19.237 10.476 6.652 1.453 1.057 0.181 -0.05
C -19.426 11.720 6.008 -0.454 -0.283 0.169 -0.04
C -18.334 12.508 5.651 0.395 -0.799 0.245 -0.11
N -17.067 12.072 5.873 -0.077 -0.041 -0.343 -0.01
C -16.856 10.862 6.408 -0.934 0.062 0.402 -0.16
H -20.041 9.890 7.047 -0.424 -0.153 -0.115 0.11
H -20.455 12.079 5.823 0.774 -0.248 0.063 0.12
H -18.475 13.471 5.131 0.235 -0.557 0.491 0.12
H -15.832 10.495 6.452 -0.092 0.187 0.167 0.10